# 1
Density functional theory data (the ωB97M-V functional and the def2-TZVPD basis) for a single C4H7NS molecule.

```
13
Properties=species:S:1:pos:R:3:forces:R:3
C 2.648 -0.583 -0.044 -1.63 -0.48 -1.42
C 1.287 -0.733 0.120 -0.10 0.57 1.55
N 0.254 0.227 -0.126 1.76 2.49 -1.80
C -1.009 -0.246 -0.181 -2.19 3.34 1.46
C -2.041 0.884 0.075 -0.26 0.80 0.21
S -1.669 -1.685 -0.118 0.08 -2.83 -0.29
H 3.125 0.460 -0.682 -1.31 -3.83 2.13
H 3.061 -1.682 0.140 0.33 3.05 -0.39
H 0.664 -1.545 0.783 2.42 1.30 -2.05
H 0.424 1.341 -0.525 -0.45 -4.54 1.71
H -2.786 1.006 -0.795 1.21 -0.05 1.53
H -1.370 1.735 0.244 -0.77 0.73 -0.50
H -2.590 0.824 1.108 0.90 -0.55 -2.14
```
Forces are in eV/Å.

Results
Energy relative to the best compared isomer or geometry (same formula, charge and spin), kcal per mole: 85.7
SMILES: C=CNC(C)=S
Kohn-Sham gap, Eh: 0.316

From a Löwdin analysis of the wavefunction, the atomic charges in e read: -0.0491 -0.2811 -0.0745 -0.9716 -0.1557 0.7070 0.1371 0.0810 0.1174 0.2489 0.0968 0.0362 0.1076



# 2
Density functional theory data (the ωB97M-V functional and the def2-TZVPD basis) for a single C4H8N2O2S2 molecule.

```
18
Properties=species:S:1:pos:R:3:forces:R:3
C -0.667 -2.318 -0.019 -0.32 -0.58 3.67
S 0.924 -1.526 -0.073 0.73 1.72 2.01
O 1.898 -2.056 0.838 -0.39 -0.94 0.14
O 1.283 -1.296 -1.416 0.08 -0.60 -2.35
C 0.683 0.184 0.553 -0.71 0.05 0.64
S 2.321 1.036 0.448 0.31 -0.85 0.68
N 1.758 2.433 -0.251 0.37 0.83 -0.03
C 0.549 2.400 -0.588 0.31 -2.35 0.49
C -0.171 1.078 -0.377 -1.64 0.60 1.85
N -1.514 1.404 0.204 -0.81 -1.30 -0.42
H -1.330 -1.601 -0.375 -1.21 0.95 -1.44
H -0.758 -3.307 -0.412 0.44 -0.33 -1.03
H -1.095 -2.477 1.044 1.36 0.47 -1.16
H 0.254 0.129 1.624 0.81 0.18 -1.59
H -0.003 3.195 -0.981 -0.48 1.32 -0.68
H -0.365 0.587 -1.331 0.18 0.05 -0.12
H -2.150 0.651 -0.128 0.29 0.99 0.69
H -1.617 1.484 1.241 0.68 -0.22 -1.33
```
Forces are in eV/Å.

Results
Energy relative to the best compared isomer or geometry (same formula, charge and spin), kcal per mole: 73.0
SMILES: CS(=O)(=O)[C@H]1SN=C[C@@H]1N
Kohn-Sham gap, Eh: 0.334

From a Löwdin analysis of the wavefunction, the atomic charges in e read: -0.1283 0.5515 -0.3248 -0.3113 -0.5447 0.9332 -0.2927 -0.2149 -0.4063 0.0188 0.0172 0.0658 0.1133 0.1249 0.0987 0.1357 0.0705 0.0936